147
Properties=species:S:1:pos:R:3 method="wB97M-V/def2-TZVPD" homo_ev=-10.09 largest_force_ev_per_a=1.612 charge=+1 total_energy_ev=-124816.587
C 0.01 -4.55 -4.82
N 0.23 -3.40 -3.93
C -0.77 -3.18 -2.93
N -0.14 -3.27 -1.55
P 1.32 -2.15 -1.64
O 1.71 -1.81 -0.16
O 2.44 -3.13 -2.14
S 1.00 -0.54 -2.65
C -1.04 -2.72 -0.44
C -2.55 -2.77 -0.73
C -3.25 -1.40 -0.82
C -2.55 -0.34 -1.59
F -1.69 0.41 -0.86
C -2.71 -0.01 -2.86
F -3.56 -0.62 -3.64
F -2.07 0.91 -3.49
C -0.71 -3.25 0.98
C -0.75 -2.04 1.93
B -2.18 -1.71 2.54
O -3.00 -2.72 2.96
O -2.60 -0.41 2.70
N 0.55 -3.98 1.12
C 0.67 -4.61 2.43
C 1.77 -4.00 3.33
O 1.37 -3.93 4.69
C 0.93 -4.95 0.06
B 2.56 -5.06 -0.03
O 3.34 -4.02 0.47
N 3.14 -6.19 -0.68
C 4.56 -6.06 -0.99
C 2.87 -7.49 -0.05
C 0.30 -4.73 -1.32
N -0.74 -5.66 -1.69
C -1.87 -5.88 -0.78
C -0.31 -6.83 -2.36
C -1.34 -7.49 -3.23
O 0.80 -7.27 -2.21
H -1.04 -4.70 -5.08
H 0.44 -5.45 -4.38
H 0.56 -4.37 -5.74
H 0.28 -2.56 -4.49
H -1.57 -3.90 -3.00
H -1.23 -2.20 -3.02
H 1.55 -0.86 -0.01
H 3.31 -2.73 -1.94
H -0.80 -1.66 -0.41
H -3.03 -3.27 0.11
H -2.83 -3.37 -1.59
H -3.46 -0.99 0.17
H -4.23 -1.56 -1.28
H -1.53 -3.90 1.33
H -0.30 -1.15 1.49
H -0.13 -2.27 2.80
H -3.93 -2.50 2.81
H -2.11 0.21 2.16
H 0.86 -5.68 2.34
H -0.26 -4.52 2.99
H 2.04 -3.02 2.95
H 2.63 -4.66 3.36
H 0.72 -3.23 4.80
H 0.62 -5.96 0.33
H 3.91 -4.33 1.18
H 4.84 -6.82 -1.71
H 5.19 -6.21 -0.10
H 4.78 -5.08 -1.42
H 1.93 -7.50 0.48
H 2.80 -8.27 -0.81
H 3.69 -7.77 0.61
H 1.09 -4.88 -2.05
H -2.76 -5.34 -1.09
H -2.15 -6.93 -0.80
H -1.61 -5.64 0.25
H -2.12 -6.78 -3.51
H -0.85 -7.85 -4.13
H -1.81 -8.31 -2.70
F -5.43 3.66 3.60
C -4.75 3.62 2.44
C -4.48 4.81 1.79
C -3.78 4.76 0.59
C -3.37 3.54 0.07
C -3.66 2.37 0.75
C -4.36 2.40 1.95
H -4.81 5.75 2.22
H -3.54 5.68 0.07
H -2.82 3.51 -0.86
H -3.34 1.43 0.33
H -4.59 1.49 2.50
F 1.35 9.59 0.28
C 0.33 8.93 0.86
C 0.01 7.67 0.41
C -1.04 6.99 1.01
C -1.75 7.58 2.05
C -1.41 8.85 2.49
C -0.36 9.54 1.89
H 0.57 7.23 -0.40
H -1.29 6.00 0.67
H -2.57 7.05 2.51
H -1.96 9.32 3.29
H -0.07 10.53 2.22
F 6.71 -6.33 4.01
C 6.09 -5.80 5.09
C 4.71 -5.81 5.13
C 4.07 -5.26 6.23
C 4.81 -4.72 7.27
C 6.20 -4.72 7.20
C 6.85 -5.26 6.10
H 4.16 -6.24 4.30
H 2.99 -5.27 6.27
H 4.31 -4.29 8.12
H 6.78 -4.29 8.01
H 7.93 -5.28 6.04
F -7.30 4.38 -2.47
C -7.03 3.47 -3.43
C -7.82 3.44 -4.56
C -7.53 2.51 -5.55
C -6.48 1.62 -5.38
C -5.70 1.67 -4.23
C -5.98 2.61 -3.24
H -8.64 4.14 -4.66
H -8.14 2.48 -6.44
H -6.26 0.90 -6.16
H -4.89 0.98 -4.10
H -5.38 2.67 -2.34
F 0.03 5.17 -1.37
C 0.62 5.01 -2.58
C 0.92 6.13 -3.33
C 1.53 5.96 -4.56
C 1.83 4.68 -5.02
C 1.52 3.57 -4.24
C 0.91 3.74 -3.01
H 0.67 7.12 -2.96
H 1.77 6.82 -5.16
H 2.31 4.55 -5.98
H 1.75 2.58 -4.60
H 0.67 2.89 -2.38
F 6.67 10.03 4.87
C 5.77 10.20 3.88
C 4.64 9.41 3.87
C 3.71 9.60 2.85
C 3.93 10.56 1.87
C 5.07 11.34 1.91
C 6.01 11.17 2.92
H 4.50 8.66 4.64
H 2.82 8.99 2.82
H 3.20 10.69 1.08
H 5.25 12.09 1.15
H 6.90 11.77 2.98